Entry 1:
65
Properties=species:S:1:pos:R:3:forces:R:3 method="wB97M-V/def2-TZVPD" multiplicity=1 orbital_gap_ev="5.8 / 5.8" homo_ev="-13.3 / -13.3" e_above_lowest_ev=1.461 charge=+2
Os -0.82695 -0.02273 0.65790 -0.5952 -2.4001 -1.5294
C 0.46448 -0.57009 3.57823 -0.1233 -0.2620 0.3428
N -0.86152 -0.12709 3.10462 -0.0126 0.5413 -1.6056
C -1.28712 1.19774 3.61555 -0.2117 -0.2194 0.3089
C -1.49947 2.15916 2.51023 0.0899 0.1678 -0.0044
N -1.10953 1.91833 1.28309 0.1656 0.3092 -0.6957
C -1.41367 3.06524 0.53210 0.2292 -0.1399 0.1009
C -1.18482 3.35513 -0.80763 -0.0315 -0.0324 -0.0510
C -1.61900 4.58241 -1.26552 0.0160 0.0333 0.0202
C -2.23503 5.50958 -0.40655 0.0240 -0.0277 -0.0422
C -2.42728 5.23984 0.93288 -0.0559 0.0435 0.0809
C -2.00592 3.99305 1.37837 -0.0323 -0.0567 0.1209
N -2.03790 3.37832 2.63403 -0.0971 0.2612 -0.0513
C 1.45546 -0.51289 2.48172 0.0129 0.0251 0.0127
N 1.13844 -0.08379 1.28839 0.2697 0.4341 -0.7745
C 2.27783 -0.26572 0.48151 -0.2101 0.1533 0.0828
C 2.48579 0.00556 -0.86647 -0.0160 0.0516 0.0314
C 3.70104 -0.36864 -1.39920 0.0273 0.0034 0.0053
C 4.68739 -0.98631 -0.61127 0.0036 0.0271 -0.0311
C 4.50015 -1.21926 0.73512 0.0432 -0.0069 0.1046
C 3.27182 -0.83903 1.26151 -0.0738 -0.0619 0.0975
N 2.71375 -0.96188 2.53859 0.3350 -0.0458 -0.0818
H 0.80370 0.04254 4.41536 -0.0650 -0.0340 0.0773
H 0.40878 -1.59967 3.93485 -0.1101 -0.0025 0.0550
H -1.56516 -0.83043 3.28654 0.0093 0.0148 0.1232
H -2.20376 1.11606 4.20131 0.0218 -0.1185 0.0717
H -0.51816 1.60437 4.27412 -0.0097 -0.0447 0.0813
H -0.67510 2.64937 -1.45043 -0.0252 0.0054 -0.0061
H -1.46620 4.84889 -2.30289 0.0086 0.0128 0.0216
H -2.55157 6.46506 -0.80220 0.0128 -0.0119 0.0009
H -2.87595 5.96615 1.59769 -0.0078 -0.0182 -0.0225
H -2.41436 3.77807 3.47925 0.0492 0.0037 0.0137
H 1.72131 0.49213 -1.45714 0.0290 -0.0096 -0.0377
H 3.90863 -0.17968 -2.44402 -0.0110 -0.0095 0.0147
H 5.62109 -1.27978 -1.07166 -0.0042 0.0307 0.0088
H 5.26698 -1.67776 1.34528 -0.0027 0.0021 -0.0285
H 3.18916 -1.30663 3.35760 -0.0420 -0.0158 0.0122
C -4.63591 1.44453 -0.73899 -0.0946 -0.0986 0.0234
C -3.31495 0.77603 -0.93243 -0.0112 -0.0684 0.0228
O -2.74576 0.27279 0.06864 -0.4833 0.3593 1.0213
C -2.76814 0.71123 -2.24316 -0.0027 0.0695 0.0075
C -1.65226 0.00446 -2.56763 0.1447 -0.0921 -0.1245
C -1.22410 -0.21938 -3.98100 0.0853 -0.1020 0.0991
N -0.94825 -0.59145 -1.54793 1.2961 1.4167 1.8194
N -0.13250 -1.54184 -1.87608 -0.8868 -0.2145 -0.3558
C 0.20329 -2.26387 -0.78830 0.5068 0.1176 -0.0607
O -0.30694 -1.94835 0.33119 -0.1428 0.0558 0.6852
C 1.14316 -3.37146 -0.92673 -0.0243 -0.1560 0.0820
C 1.45200 -4.15115 0.19014 -0.0125 0.0139 -0.0266
C 2.36781 -5.18178 0.07816 -0.0207 0.0118 0.0230
C 2.97948 -5.43574 -1.14474 0.0233 0.0426 0.0280
C 2.67160 -4.66454 -2.25849 -0.0045 0.0082 -0.0226
C 1.75117 -3.63577 -2.15589 -0.0624 0.0471 0.0351
H -4.96175 1.35513 0.29346 0.0119 0.0017 0.0053
H -5.38562 0.99865 -1.39499 -0.0058 0.0453 -0.0023
H -4.55157 2.50120 -1.00744 0.0213 -0.0203 -0.0098
H -3.33975 1.16692 -3.04064 0.0197 -0.0082 -0.0023
H -1.77531 0.42784 -4.65735 -0.0224 0.0059 0.0299
H -1.39845 -1.26004 -4.25941 0.0227 0.0176 -0.0197
H -0.15371 -0.03613 -4.07847 -0.0116 -0.0169 -0.0501
H 0.95301 -3.95165 1.12989 0.0386 -0.0182 0.0064
H 2.60142 -5.79580 0.93809 -0.0042 0.0114 -0.0191
H 3.70066 -6.23851 -1.22688 -0.0301 -0.0041 -0.0170
H 3.14524 -4.87343 -3.20860 -0.0154 0.0109 0.0167
H 1.48886 -3.03356 -3.01525 0.0552 -0.0388 -0.0218

Entry 2:
68
Properties=species:S:1:pos:R:3:forces:R:3 method="wB97M-V/def2-TZVPD" multiplicity=1 orbital_gap_ev="3.7 / 3.8" homo_ev="-16.5 / -16.5" e_above_lowest_ev=1.807 charge=+3
Ce 3.65961 -20.76200 1.46257 -2.5768 0.1256 0.7957
O 0.70384 -26.87714 3.05206 1.5662 0.6865 -1.7209
C 0.88505 -25.55953 3.40792 -1.8897 -0.6302 1.7323
O 0.76307 -25.23850 4.57510 0.8594 0.1361 -2.6608
C 0.90950 -24.67550 2.18053 0.2840 1.6273 -1.6998
C 0.39986 -25.04318 0.91053 1.4722 2.3572 1.1973
N 0.66626 -24.03182 0.01545 0.9885 -0.5870 1.8918
N 1.38521 -22.99637 0.59120 -1.6881 -1.2793 1.7290
C 1.40675 -23.33394 1.92443 0.2191 -1.2677 -0.9944
C 2.12358 -22.31069 2.76675 -0.1037 -2.7816 0.6072
O 3.24437 -22.56389 3.28966 -0.0213 1.0460 -1.3609
O 1.70210 -21.12640 2.66832 1.1318 1.8136 -1.2676
H 1.11511 -27.02734 2.13557 -0.9006 0.0285 2.0007
H -0.12725 -25.93291 0.72143 -0.6871 -0.7288 -0.7777
H 0.45115 -24.05555 -0.96930 0.0814 0.2291 -0.0255
C 6.83386 -13.56821 -0.54660 -0.6142 -0.3689 -0.1786
C 6.78316 -14.26782 -1.74621 -0.2654 -0.5140 -0.1716
C 6.14508 -15.52064 -1.81233 -0.1685 0.2748 1.0480
C 5.63018 -16.08194 -0.62300 0.2797 -0.3344 -0.5759
C 5.76843 -15.41275 0.61043 -0.8430 -0.6200 -1.1208
C 6.25985 -14.12868 0.59907 0.6854 -0.0073 0.1423
As 4.97942 -17.94484 -0.89027 -0.2493 1.4188 0.2775
C 3.08208 -18.08382 -0.32696 -1.0040 -0.3255 -0.7732
C 2.32023 -19.12517 -0.94922 0.0884 -0.6474 0.4960
C 0.97382 -19.39398 -0.60296 0.1366 0.6758 0.8274
C 0.36746 -18.59098 0.39956 0.8220 -0.3049 -0.6077
C 1.10151 -17.55605 0.99166 -0.0315 0.5184 0.2445
C 2.40012 -17.23479 0.55609 -0.1410 -0.4618 0.2922
C 5.46149 -18.59338 0.89289 0.2310 0.2931 -0.0430
C 6.56276 -19.42637 0.90299 -0.0937 -0.9512 -0.2747
C 6.70332 -20.38796 1.90437 1.7611 -1.1397 -1.0880
C 5.87097 -20.42200 2.99309 -1.0960 1.6498 0.2854
C 4.98709 -19.32892 3.16017 -0.4059 0.5427 0.7297
C 4.74829 -18.44319 2.10454 0.8332 0.4560 0.6451
H 7.25333 -12.57224 -0.53361 0.0876 -0.0350 0.1470
H 7.22342 -13.84307 -2.64205 -0.1093 -0.0290 0.0692
H 6.00659 -16.05828 -2.74339 0.2563 0.1799 -0.0775
H 5.38962 -15.85885 1.52335 0.1241 0.1684 0.0513
H 6.27038 -13.62031 1.53913 0.1270 0.5110 0.3097
H 2.78195 -19.72582 -1.74033 -0.1202 0.2632 0.1769
H 0.39636 -20.19476 -1.07802 0.3582 0.4074 0.0612
H -0.67119 -18.72203 0.67749 0.0949 -0.2034 0.0438
H 0.63781 -16.96962 1.80880 0.2719 -0.2370 -0.7794
H 2.91043 -16.33791 0.89969 -0.1921 -0.0747 0.2047
H 7.21123 -19.44016 0.02737 0.0180 -0.1119 0.2026
H 7.49567 -21.15151 1.74227 -0.6550 0.5103 0.4330
H 5.87802 -21.15682 3.74009 0.3578 -1.0871 0.9237
H 4.38219 -19.22123 4.07882 0.4938 -0.1341 -0.3547
H 4.14233 -17.55223 2.23657 -0.3701 -0.4919 0.0621
C 6.39770 -25.83537 -1.94661 -0.4805 -0.7302 1.1962
C 5.62265 -25.22612 -3.08281 -1.6389 -0.0487 0.6874
C 4.16064 -25.68930 -3.24464 -0.6419 0.0846 1.6290
C 5.71843 -23.69840 -3.03246 0.0897 -1.0434 -0.7231
N 5.30207 -23.09064 -1.74192 -0.3228 2.5290 0.4812
C 5.36970 -23.46317 -0.45296 -0.5461 -0.5969 0.0983
N 4.73229 -22.53127 0.24702 0.3726 -1.0517 1.3255
N 4.32267 -21.59192 -0.55563 2.0829 -0.5107 -3.8028
N 4.73409 -21.81640 -1.79109 -0.7869 -1.8069 1.1416
H 6.97233 -26.67797 -2.27235 0.1441 -0.6428 -0.1099
H 5.79884 -26.16465 -1.06537 0.0783 0.0149 -0.7571
H 7.11413 -25.15134 -1.54899 0.8439 0.5788 0.1757
H 6.10196 -25.52946 -3.97446 0.7951 0.1130 -1.0818
H 3.51401 -24.96308 -2.70626 0.0136 -0.1313 -0.5080
H 3.90802 -26.62274 -2.71240 0.5643 0.1026 -0.4113
H 3.82649 -25.79562 -4.27023 0.0703 0.2065 -0.1180
H 5.03744 -23.28879 -3.77154 0.2445 0.4242 -0.0525
H 6.76643 -23.52310 -3.25303 0.0378 0.9446 0.2480
H 5.77187 -24.41050 -0.03780 -0.3228 0.9987 -0.4929

Entry 3:
73
Properties=species:S:1:pos:R:3:forces:R:3 method="wB97M-V/def2-TZVPD" multiplicity=1 orbital_gap_ev="4.7 / 4.7" homo_ev="-12.7 / -12.7" e_above_lowest_ev=0.404 charge=+2
Au -0.31314 0.24238 0.24923 0.4741 0.1933 1.0716
N -5.65393 -5.94631 -1.00383 0.0930 0.0973 0.0317
C -4.52346 -5.24419 -0.77212 -0.1874 -0.1399 -0.0384
C -4.01309 -4.37040 -1.75234 0.0527 0.0825 -0.0425
C -2.85742 -3.66901 -1.52175 -0.0961 0.0724 -0.1230
C -2.18612 -3.82386 -0.30622 0.0326 0.0080 0.0781
C -2.68027 -4.68212 0.68106 -0.0692 -0.0949 0.0361
C -3.83606 -5.38314 0.44922 0.0665 0.0174 0.0894
S -0.70889 -3.01029 -0.03338 0.2538 -0.3530 0.1119
O 0.09732 -3.70967 0.91868 -0.0642 0.1869 -0.0319
O -0.11988 -2.57253 -1.27539 -0.1682 -0.0048 -0.0203
N -1.13967 -1.51628 0.62774 0.1278 -0.1155 -0.2546
C -1.62972 -1.21510 1.86205 -0.2943 -0.2179 -0.1542
N -2.13887 -2.02919 2.74985 0.0542 0.0029 0.2584
C -2.55661 -1.44533 3.87493 0.0095 -0.0259 -0.1068
C -2.45041 -0.07501 4.11354 0.0072 -0.0001 -0.0012
C -1.90873 0.70859 3.11828 0.1475 0.2240 -0.0111
N -1.52789 0.12729 1.97783 -0.4562 0.1648 -0.3847
H -6.14802 -5.86739 -1.87333 0.0072 0.0077 -0.0387
H -6.02026 -6.58451 -0.32187 0.0136 -0.0217 0.0331
H -4.53558 -4.27086 -2.69498 0.0349 0.0163 -0.0096
H -2.45208 -3.01498 -2.28300 -0.0184 -0.0181 0.0041
H -2.14271 -4.79532 1.61212 -0.0036 -0.0253 0.0041
H -4.22205 -6.06315 1.19762 0.0285 0.0135 0.0189
H -2.99025 -2.10145 4.61990 -0.0012 -0.0016 -0.0032
H -2.79353 0.36497 5.03735 -0.0133 0.0013 -0.0151
H -1.79459 1.78055 3.20559 0.0012 -0.0015 -0.0084
Cl -3.87737 0.63203 -4.35264 0.0063 0.0072 0.0055
C -2.97015 2.03905 -3.91758 -0.0410 -0.0440 -0.0121
C -1.62590 2.11695 -4.24248 0.0242 0.0051 0.0223
C -0.91689 3.24542 -3.86484 0.0203 -0.0064 0.0304
C -1.50845 4.29603 -3.16726 -0.0003 0.0010 -0.0456
C -0.62215 5.43285 -2.71073 -0.0028 -0.0827 0.0187
C -0.51836 5.51180 -1.17593 0.0889 -0.0204 -0.0209
N 0.06690 4.27314 -0.64853 -0.0637 0.0247 0.1033
C 1.38169 4.04734 -0.31177 -0.0052 0.0181 -0.0937
C 1.48103 2.73985 0.03740 -0.0462 -0.0130 -0.0306
N 0.22714 2.17595 -0.09395 0.0040 -0.0164 0.2176
C -0.60122 3.13006 -0.50287 -0.0092 0.0028 0.0307
O -1.06086 6.66354 -3.21595 -0.0307 0.0241 -0.0043
C 0.00733 7.55938 -3.55993 -0.0210 0.0315 0.0237
C 0.86027 7.01252 -4.65920 0.0156 -0.0039 -0.0352
C 2.11154 6.49670 -4.49777 0.0191 -0.0115 0.0338
Cl 2.99189 6.38692 -3.01639 -0.0007 -0.0053 -0.0135
S 2.79942 5.91189 -5.95245 -0.0110 -0.0003 -0.0168
C 1.38566 6.34395 -6.82236 0.0370 -0.0095 -0.0073
C 0.44958 6.91364 -6.02365 -0.0520 0.0261 0.0290
C -2.87271 4.19589 -2.89123 -0.0026 0.0435 -0.0124
Cl -3.72157 5.46328 -2.06579 0.0086 -0.0152 0.0033
C -3.60755 3.07701 -3.25713 0.0468 0.0118 0.0110
H -1.15141 1.31478 -4.79031 -0.0096 0.0033 -0.0077
H 0.13424 3.32191 -4.12241 -0.0124 0.0018 -0.0084
H 0.38185 5.19874 -3.08240 -0.0059 0.0440 -0.0180
H -1.49051 5.65528 -0.71318 -0.0226 0.0356 -0.0376
H 0.12806 6.33924 -0.88941 0.0302 -0.0283 0.0113
H 2.11975 4.82968 -0.35461 -0.0100 -0.0111 0.0069
H 2.33013 2.17280 0.37342 -0.0070 0.0044 -0.0001
H -1.65541 3.01864 -0.70256 0.0188 -0.0220 0.0068
H 0.61734 7.78557 -2.68084 -0.0016 0.0017 0.0055
H -0.48686 8.47763 -3.86885 -0.0156 -0.0102 -0.0137
H 1.33746 6.17319 -7.88582 0.0026 -0.0006 0.0102
H -0.50776 7.26815 -6.37930 0.0133 -0.0058 -0.0027
H -4.66377 3.02382 -3.03412 0.0019 -0.0004 -0.0059
C 3.43410 0.03417 -2.11760 0.0033 0.0209 -0.0656
S 2.03116 -0.96582 -1.66038 0.0659 0.2047 0.2699
C 2.88685 -2.41000 -1.07131 0.0300 -0.0287 0.0699
O 1.59648 -0.23818 -0.31646 -0.0731 -0.2687 -0.9517
H 3.94342 -0.48369 -2.93180 -0.0025 0.0339 0.0033
H 4.10329 0.16724 -1.26973 -0.0241 -0.0480 0.0264
H 3.05963 0.99202 -2.47397 -0.0018 -0.0101 0.0040
H 3.39603 -2.85285 -1.92838 -0.0119 0.0135 -0.0046
H 2.14635 -3.10080 -0.68045 0.0056 0.0072 -0.0048
H 3.59949 -2.11518 -0.30275 0.0101 0.0275 -0.0240

Entry 4:
88
Properties=species:S:1:pos:R:3:forces:R:3 method="wB97M-V/def2-TZVPD" multiplicity=1 orbital_gap_ev=1.3 homo_ev=-7.4
C 2.09200 -3.52871 2.02027 0.0481 0.3547 -0.3924
C 2.96317 -3.19426 0.80513 -0.1921 0.2062 0.1167
C 3.82387 -2.01977 1.17138 0.5161 0.1603 -0.0189
O 4.99350 -2.09445 1.37381 0.2596 -0.0737 -0.0534
O 3.15151 -0.83718 1.33970 -0.3946 -0.2470 -0.1452
C 3.19664 0.02187 0.20135 0.1878 0.2356 -0.1537
C 2.97058 1.46766 0.63203 -0.4650 0.4072 -0.0023
C 2.02608 2.27602 -0.25785 0.6654 -0.3338 -0.0431
C 2.57960 3.02901 -1.31823 0.1700 -0.4455 -0.1992
C 4.06492 3.03376 -1.62815 -0.3833 1.3258 0.1894
F 4.55290 1.73416 -1.69382 0.0121 -0.2429 0.0127
F 4.25134 3.54420 -2.85680 0.1404 -0.2768 -0.2564
C 4.91579 3.92143 -0.65134 0.3854 -0.2694 -0.2651
F 4.07996 4.68720 0.06794 -0.0393 -0.1374 0.2684
F 5.70320 4.74592 -1.36372 0.0780 -0.0334 -0.1345
C 1.79341 3.83305 -2.13468 -0.1709 -0.4152 0.2141
C 0.44220 3.86029 -1.88740 0.1027 0.2873 -0.4767
C -0.12584 3.11568 -0.87575 -0.1564 -0.0589 0.0775
C 0.64134 2.31666 -0.02847 -0.0878 -0.0460 -0.4287
C -0.06584 1.57364 1.07416 0.4740 -0.3065 0.0289
Br 0.37088 2.50795 2.76124 -0.1518 -0.1039 0.1054
C 0.24321 0.07917 1.19854 -0.0723 0.3082 1.0911
C -0.92346 -0.67801 1.82954 0.6271 0.1017 -0.1928
C -1.62581 3.20846 -0.79854 -0.0524 0.0567 -0.4048
O -2.28542 2.22892 -0.55827 -0.3400 -0.0094 0.5438
C -2.16205 4.53915 -1.11849 0.0665 -0.0907 0.1308
C -1.59260 5.28170 -2.07487 -0.3787 0.1766 0.6931
C -0.42783 4.72058 -2.76042 -0.3539 -0.0570 -0.2236
O -0.17183 4.87789 -3.92861 0.4591 0.1707 -0.0239
H 1.50721 -4.42796 1.79946 -0.0818 -0.1071 -0.0505
H 2.71336 -3.69378 2.90377 0.0575 -0.1030 0.0890
H 1.42508 -2.64998 2.21293 0.6488 -0.0631 -0.5901
H 2.33501 -2.95286 -0.04891 -0.1565 0.0423 -0.0503
H 3.60258 -4.02466 0.53698 0.0888 -0.1782 0.0899
H 4.16739 -0.11416 -0.26969 0.1638 0.1415 -0.0324
H 2.42492 -0.25511 -0.53444 -0.1147 -0.3083 0.1773
H 2.55662 1.49429 1.63479 0.0645 -0.1764 0.1421
H 3.92576 1.97077 0.69079 0.2036 0.0560 0.1651
H 5.57422 3.32423 -0.01911 -0.1900 -0.0732 0.2680
H 2.19822 4.40479 -2.95119 0.0619 0.1369 -0.0367
H -1.13487 1.66047 0.98453 -0.0594 0.3650 -0.1461
H 1.05888 -0.00532 1.91011 0.3584 -0.2163 -0.2631
H 0.54276 -0.35499 0.24985 -0.2247 0.0213 -0.2131
H -1.83876 -0.54296 1.26344 -0.2239 -0.2562 0.0415
H -1.03652 -0.37012 2.86496 -0.2841 0.2564 0.1048
H -0.63979 -1.73718 1.86317 -0.3519 -0.3037 -0.2152
H -3.00701 4.87478 -0.54168 -0.2714 0.0571 -0.1474
H -1.96866 6.26730 -2.29257 -0.0256 0.0405 -0.3546
Mg 0.32916 -3.58699 3.48659 -1.2733 -0.3002 0.7667
N -2.40469 -1.51207 7.62109 0.0370 0.1117 0.2048
C -2.27312 -1.85240 8.94772 -0.0108 -0.0116 -0.1087
C -1.16692 -2.64404 9.06277 0.0126 -0.0621 -0.0337
C -0.60521 -2.79125 7.75974 -0.0369 -0.0325 0.0746
C -1.38697 -2.08118 6.89652 0.0395 0.1424 -0.0485
H -3.13092 -0.92481 7.24342 0.2964 0.3940 0.1444
H -2.97712 -1.50338 9.68278 0.0086 0.0071 0.0086
H -0.79725 -3.07575 9.97696 0.0085 -0.0051 0.0019
H 0.27341 -3.35667 7.49617 0.0221 0.0058 0.0326
H -1.32618 -1.92564 5.83523 0.0373 0.0395 -0.0463
F -1.37272 7.20388 -0.55874 0.1125 -0.1757 -0.0453
B -2.57891 1.11863 -3.57579 0.2346 0.6354 0.0237
F -3.09677 2.40947 -3.43665 0.1193 -0.1198 0.0213
F -2.95816 0.57117 -4.81545 0.3003 2.2023 -0.1899
F -1.14889 1.18248 -3.51188 0.1413 0.0330 0.1176
F -3.03288 0.28667 -2.54155 0.1153 0.1761 0.2407
C -3.28626 -1.66400 -4.35785 -0.2641 -1.3084 -0.4484
N -2.29030 -2.24364 -3.42384 -0.1311 0.2281 -0.1954
O -1.10796 -2.06534 -3.65820 0.0529 -0.1345 0.1176
O -2.71412 -2.85432 -2.46674 0.1916 -0.1540 0.2396
H -2.75670 -1.14592 -5.14636 -0.0728 -0.6897 0.2234
H -3.87666 -2.48945 -4.74747 -0.0305 -0.2389 0.1724
H -3.90061 -0.97137 -3.78920 0.0593 -0.5584 -0.1135
C -4.30116 -4.42087 0.60676 -0.2990 0.9003 -1.0058
O -3.39508 -5.25703 0.32556 -0.0040 -0.1770 0.9658
O -4.68640 -3.66474 -0.46558 0.5718 -1.0587 0.8003
O -4.82677 -4.21021 1.70231 0.3321 -0.3248 0.3474
H -4.07431 -4.09277 -1.10132 -0.3986 0.9786 -0.6594
Be -4.19251 -2.69089 6.43645 -0.3477 -0.5750 -0.3311
C 3.63027 2.66973 -6.69495 -0.0885 -0.0008 -0.0171
Cl 4.27351 4.07243 -7.53876 0.0287 -0.0077 0.0245
Cl 2.44844 3.19786 -5.49035 -0.1607 -0.0275 -0.0342
Cl 2.85364 1.58256 -7.84260 0.0226 -0.0030 0.0337
Cl 4.95313 1.81327 -5.87368 0.0496 -0.0421 0.0463
C -4.85846 -6.34447 -2.56065 0.2441 -0.4015 0.1079
O -4.33764 -7.43926 -2.42066 -0.0323 0.0563 -0.0400
O -6.08865 -6.11569 -2.55618 0.0274 0.2315 -0.0335
O -4.25204 -5.26078 -2.74383 -0.2283 -0.1273 -0.2177
Li 2.55896 0.95722 -2.55870 -0.3037 0.4192 -0.1828